1) {
  "formula": "C44H55F33O22",
  "method": "ωB97M-V/def2-TZVPD",
  "species": ["C", "C", "O", "C", "O", "C", "F", "F", "F", "H", "H", "H", "H", "H", "C", "C", "O", "C", "O", "C", "F", "F", "F", "H", "H", "H", "H", "H", "C", "C", "O", "C", "O", "C", "F", "F", "F", "H", "H", "H", "H", "H", "C", "C", "O", "C", "O", "C", "F", "F", "F", "H", "H", "H", "H", "H", "C", "C", "O", "C", "O", "C", "F", "F", "F", "H", "H", "H", "H", "H", "C", "C", "O", "C", "O", "C", "F", "F", "F", "H", "H", "H", "H", "H", "C", "C", "O", "C", "O", "C", "F", "F", "F", "H", "H", "H", "H", "H", "C", "C", "O", "C", "O", "C", "F", "F", "F", "H", "H", "H", "H", "H", "C", "C", "O", "C", "O", "C", "F", "F", "F", "H", "H", "H", "H", "H", "C", "C", "O", "C", "O", "C", "F", "F", "F", "H", "H", "H", "H", "H", "C", "C", "O", "C", "O", "C", "F", "F", "F", "H", "H", "H", "H", "H"],
  "coordinates": [[-3.254, 5.255, -6.214], [-4.196, 5.808, -5.155], [-4.173, 4.996, -3.981], [-3.250, 5.131, -3.072], [-2.486, 6.047, -3.008], [-3.241, 4.064, -1.947], [-3.221, 4.630, -0.734], [-4.291, 3.245, -2.041], [-2.102, 3.350, -2.059], [-3.468, 4.217, -6.456], [-2.243, 5.333, -5.799], [-3.156, 5.887, -7.096], [-5.240, 5.826, -5.455], [-3.864, 6.811, -4.883], [0.244, -4.660, 5.530], [-1.183, -4.983, 5.159], [-1.724, -3.964, 4.313], [-2.131, -2.828, 4.856], [-2.157, -2.602, 6.019], [-2.564, -1.831, 3.767], [-1.831, -0.713, 3.790], [-2.522, -2.364, 2.551], [-3.839, -1.470, 4.024], [0.320, -3.793, 6.187], [0.915, -4.489, 4.688], [0.738, -5.501, 6.025], [-1.814, -5.031, 6.051], [-1.266, -5.954, 4.680], [-1.700, 1.330, 0.853], [-0.626, 0.309, 0.487], [0.357, 1.021, -0.296], [1.075, 0.354, -1.177], [1.037, -0.821, -1.350], [2.118, 1.247, -1.858], [1.930, 2.529, -1.500], [3.370, 0.904, -1.539], [1.987, 1.155, -3.191], [-1.276, 1.954, 1.645], [-2.515, 0.768, 1.305], [-1.964, 1.974, 0.023], [-1.051, -0.500, -0.108], [-0.136, -0.118, 1.356], [-0.691, -0.976, 8.658], [-0.391, -0.038, 7.501], [0.486, -0.727, 6.609], [1.020, -0.069, 5.617], [0.884, 1.089, 5.409], [2.034, -0.891, 4.806], [3.244, -0.418, 5.004], [1.972, -2.155, 5.178], [1.770, -0.823, 3.514], [0.231, -1.281, 9.156], [-1.171, -1.903, 8.350], [-1.320, -0.439, 9.366], [0.143, 0.856, 7.835], [-1.310, 0.267, 6.998], [0.376, 2.986, -6.446], [-0.031, 3.004, -4.994], [-0.371, 1.691, -4.508], [-1.622, 1.264, -4.582], [-2.484, 1.804, -5.221], [-1.936, 0.088, -3.648], [-2.136, 0.485, -2.401], [-3.071, -0.503, -4.029], [-0.994, -0.846, -3.756], [1.273, 2.395, -6.634], [0.586, 3.993, -6.810], [-0.423, 2.583, -7.071], [-0.957, 3.576, -4.887], [0.698, 3.466, -4.336], [1.272, -3.718, 0.440], [0.932, -5.125, -0.010], [1.793, -6.052, 0.701], [1.369, -6.451, 1.872], [0.445, -6.037, 2.475], [2.172, -7.651, 2.421], [2.718, -7.362, 3.589], [1.293, -8.647, 2.626], [3.074, -8.123, 1.573], [0.934, -2.932, -0.233], [2.349, -3.630, 0.595], [0.903, -3.470, 1.440], [1.100, -5.229, -1.080], [-0.085, -5.464, 0.191], [-4.456, 1.560, 4.181], [-4.161, 1.052, 5.583], [-5.403, 1.125, 6.295], [-5.428, 0.722, 7.545], [-4.519, 0.182, 8.089], [-6.781, 0.909, 8.273], [-7.288, -0.295, 8.546], [-6.541, 1.554, 9.423], [-7.644, 1.623, 7.551], [-4.796, 2.594, 4.224], [-5.263, 0.913, 3.832], [-3.612, 1.543, 3.496], [-3.436, 1.746, 6.011], [-3.854, 0.008, 5.573], [-4.565, -0.715, -0.865], [-5.825, -0.862, -0.034], [-5.987, 0.386, 0.660], [-6.704, 1.356, 0.127], [-7.172, 1.288, -0.968], [-6.725, 2.592, 1.034], [-5.626, 2.597, 1.787], [-6.699, 3.714, 0.330], [-7.819, 2.567, 1.785], [-4.356, -1.684, -1.334], [-3.739, -0.503, -0.192], [-4.602, -0.003, -1.684], [-5.604, -1.617, 0.721], [-6.717, -1.189, -0.562], [0.270, 5.202, -2.304], [1.496, 6.095, -2.295], [2.680, 5.277, -2.385], [3.077, 4.811, -3.540], [2.473, 4.939, -4.570], [4.408, 4.036, -3.542], [5.120, 4.346, -4.603], [5.063, 4.273, -2.402], [4.132, 2.734, -3.597], [-0.651, 5.779, -2.213], [0.264, 4.390, -1.581], [0.212, 4.693, -3.270], [1.611, 6.557, -1.315], [1.528, 6.882, -3.045], [7.496, -3.203, -5.703], [6.963, -1.953, -5.031], [5.608, -1.803, -5.499], [4.980, -0.709, -5.094], [5.401, 0.151, -4.389], [3.536, -0.647, -5.601], [3.273, -1.460, -6.614], [2.710, -0.961, -4.586], [3.256, 0.617, -5.928], [8.520, -3.433, -5.412], [7.411, -3.341, -6.781], [6.872, -4.031, -5.342], [7.570, -1.129, -5.408], [6.961, -2.046, -3.950], [4.244, -2.405, -1.458], [5.635, -2.120, -0.865], [6.580, -2.964, -1.517], [7.759, -3.166, -0.996], [8.132, -2.881, 0.097], [8.741, -3.857, -1.960], [9.293, -2.892, -2.724], [9.689, -4.511, -1.357], [8.110, -4.647, -2.837], [4.032, -3.456, -1.263], [4.170, -2.172, -2.517], [3.502, -1.813, -0.926], [5.656, -2.403, 0.190], [5.860, -1.057, -0.963]],
  "orbital_gap_ev": 11.469,
  "smiles": "CCOC(=O)C(F)(F)F.CCOC(=O)C(F)(F)F.CCOC(=O)C(F)(F)F.CCOC(=O)C(F)(F)F.CCOC(=O)C(F)(F)F.CCOC(=O)C(F)(F)F.CCOC(=O)C(F)(F)F.CCOC(=O)C(F)(F)F.CCOC(=O)C(F)(F)F.CCOC(=O)C(F)(F)F.CCOC(=O)C(F)(F)F",
  "e_homo_ev": -11.1
}



2) {
  "formula": "C44H55F33O22",
  "method": "ωB97M-V/def2-TZVPD",
  "species": ["C", "C", "O", "C", "O", "C", "F", "F", "F", "H", "H", "H", "H", "H", "C", "C", "O", "C", "O", "C", "F", "F", "F", "H", "H", "H", "H", "H", "C", "C", "O", "C", "O", "C", "F", "F", "F", "H", "H", "H", "H", "H", "C", "C", "O", "C", "O", "C", "F", "F", "F", "H", "H", "H", "H", "H", "C", "C", "O", "C", "O", "C", "F", "F", "F", "H", "H", "H", "H", "H", "C", "C", "O", "C", "O", "C", "F", "F", "F", "H", "H", "H", "H", "H", "C", "C", "O", "C", "O", "C", "F", "F", "F", "H", "H", "H", "H", "H", "C", "C", "O", "C", "O", "C", "F", "F", "F", "H", "H", "H", "H", "H", "C", "C", "O", "C", "O", "C", "F", "F", "F", "H", "H", "H", "H", "H", "C", "C", "O", "C", "O", "C", "F", "F", "F", "H", "H", "H", "H", "H", "C", "C", "O", "C", "O", "C", "F", "F", "F", "H", "H", "H", "H", "H"],
  "coordinates": [[-9.205, -1.235, -0.332], [-7.741, -0.882, 0.005], [-7.600, 0.560, -0.011], [-6.393, 1.066, 0.131], [-5.421, 0.473, 0.520], [-6.382, 2.587, -0.054], [-5.351, 3.097, 0.627], [-6.268, 2.896, -1.343], [-7.459, 3.190, 0.452], [-9.839, -0.981, 0.514], [-9.258, -2.317, -0.456], [-9.496, -0.771, -1.271], [-6.989, -1.298, -0.662], [-7.564, -1.209, 1.030], [-6.150, 2.319, 3.642], [-5.002, 1.581, 4.306], [-4.374, 2.389, 5.284], [-3.641, 3.465, 5.039], [-3.229, 3.722, 3.943], [-3.190, 4.275, 6.288], [-3.491, 3.659, 7.434], [-1.867, 4.377, 6.201], [-3.733, 5.480, 6.276], [-6.615, 1.783, 2.817], [-5.892, 3.344, 3.377], [-6.968, 2.455, 4.356], [-4.314, 1.235, 3.536], [-5.408, 0.731, 4.851], [6.686, -1.544, -2.749], [6.554, -0.044, -2.827], [5.222, 0.162, -3.291], [4.595, 1.278, -2.943], [5.050, 2.130, -2.235], [3.112, 1.304, -3.422], [2.901, 2.312, -4.256], [2.913, 0.171, -4.146], [2.257, 1.241, -2.415], [7.731, -1.860, -2.706], [6.299, -2.030, -3.645], [6.225, -1.966, -1.858], [7.228, 0.417, -3.551], [6.692, 0.402, -1.841], [6.687, 1.485, 2.460], [6.652, 0.988, 1.021], [6.149, -0.343, 0.919], [4.852, -0.538, 0.664], [4.014, 0.293, 0.493], [4.476, -2.018, 0.471], [3.920, -2.471, 1.593], [3.610, -2.125, -0.541], [5.544, -2.758, 0.178], [5.687, 1.665, 2.851], [7.180, 2.459, 2.429], [7.312, 0.810, 3.042], [7.671, 1.050, 0.642], [6.056, 1.676, 0.416], [1.919, 3.273, 1.182], [3.416, 3.485, 1.318], [3.893, 4.085, 0.127], [5.124, 4.640, 0.110], [5.846, 4.675, 1.056], [5.515, 5.209, -1.264], [6.545, 4.533, -1.789], [4.512, 5.136, -2.123], [5.902, 6.476, -1.116], [1.702, 2.877, 0.188], [1.417, 4.242, 1.217], [1.478, 2.598, 1.912], [3.864, 2.493, 1.386], [3.711, 4.083, 2.181], [0.385, -1.048, -1.344], [-0.662, -1.682, -0.415], [-1.427, -0.616, 0.160], [-0.923, -0.054, 1.271], [0.169, -0.342, 1.670], [-1.788, 1.015, 1.918], [-1.781, 0.825, 3.243], [-1.299, 2.228, 1.656], [-3.043, 0.981, 1.461], [0.771, -1.770, -2.065], [1.282, -0.789, -0.780], [0.042, -0.203, -1.938], [-0.183, -2.287, 0.352], [-1.268, -2.381, -0.982], [5.992, -2.028, -6.932], [4.607, -2.637, -6.995], [3.976, -2.815, -5.722], [4.403, -3.726, -4.878], [5.404, -4.371, -5.069], [3.582, -3.883, -3.592], [2.908, -5.039, -3.579], [4.358, -3.833, -2.523], [2.715, -2.867, -3.526], [6.423, -2.009, -7.933], [6.657, -2.575, -6.265], [6.017, -0.995, -6.581], [4.506, -3.516, -7.633], [3.985, -1.945, -7.565], [-0.278, -3.061, 3.641], [-0.459, -4.329, 4.416], [0.105, -4.104, 5.715], [-0.102, -4.974, 6.667], [-0.648, -6.043, 6.582], [0.486, -4.574, 8.035], [1.398, -5.475, 8.386], [0.967, -3.322, 8.052], [-0.478, -4.569, 8.974], [-0.731, -3.092, 2.646], [0.748, -2.712, 3.519], [-0.788, -2.166, 4.009], [0.017, -5.181, 3.932], [-1.525, -4.560, 4.448], [-3.045, 1.159, -2.166], [-3.663, -0.258, -2.224], [-2.769, -1.287, -2.669], [-2.844, -1.674, -3.933], [-3.604, -1.352, -4.797], [-1.725, -2.691, -4.314], [-0.835, -2.847, -3.337], [-2.341, -3.846, -4.590], [-1.113, -2.318, -5.440], [-3.665, 1.823, -1.565], [-3.008, 1.553, -3.182], [-2.057, 1.215, -1.712], [-4.578, -0.257, -2.815], [-3.929, -0.529, -1.204], [-1.574, -7.181, -3.821], [-0.335, -6.521, -3.197], [-0.656, -5.842, -1.973], [-0.724, -6.572, -0.853], [-0.367, -7.702, -0.721], [-1.194, -5.728, 0.349], [-0.307, -5.988, 1.314], [-1.223, -4.427, 0.093], [-2.383, -6.192, 0.746], [-2.082, -7.724, -3.028], [-1.371, -7.659, -4.777], [-2.198, -6.351, -4.162], [0.091, -5.739, -3.823], [0.440, -7.285, -3.120], [-2.440, 5.349, 0.883], [-2.212, 6.289, 2.081], [-2.355, 7.659, 1.797], [-3.568, 8.201, 1.702], [-4.599, 7.625, 1.890], [-3.508, 9.690, 1.367], [-3.938, 9.926, 0.125], [-4.315, 10.304, 2.248], [-2.293, 10.191, 1.517], [-3.366, 5.496, 0.329], [-2.507, 4.314, 1.215], [-1.571, 5.498, 0.242], [-1.216, 6.213, 2.518], [-2.857, 6.047, 2.931]],
  "orbital_gap_ev": 11.188,
  "smiles": "CCOC(=O)C(F)(F)F.CCOC(=O)C(F)(F)F.CCOC(=O)C(F)(F)F.CCOC(=O)C(F)(F)F.CCOC(=O)C(F)(F)F.CCOC(=O)C(F)(F)F.CCOC(=O)C(F)(F)F.CCOC(=O)C(F)(F)F.CCOC(=O)C(F)(F)F.CCOC(=O)C(F)(F)F.CCOC(=O)C(F)(F)F",
  "e_homo_ev": -11.1
}



Stability, highest: 1)



1) {
  "formula": "C8H6N2O",
  "method": "ωB97M-V/def2-TZVPD",
  "species": ["O", "C", "C", "C", "C", "C", "N", "C", "C", "N", "C", "H", "H", "H", "H", "H", "H"],
  "coordinates": [[0.426, -0.288, 2.733], [0.087, 0.408, 1.622], [-0.397, 1.692, 1.476], [-0.736, 2.235, 0.213], [-0.606, 1.498, -0.922], [-0.265, 0.128, -0.833], [-0.196, -0.560, -1.970], [0.320, -1.798, -1.982], [0.678, -2.234, -0.674], [0.625, -1.650, 0.471], [0.141, -0.438, 0.386], [0.938, -1.069, 2.497], [-0.619, 2.402, 2.345], [-0.759, 3.396, 0.050], [-0.993, 1.885, -1.859], [0.339, -2.351, -2.878], [1.018, -3.258, -0.674]],
  "orbital_gap_ev": 8.325,
  "smiles": "Oc1cccc2nccnc12",
  "e_homo_ev": -8.5
}



2) {
  "formula": "C8H6N2O",
  "method": "ωB97M-V/def2-TZVPD",
  "species": ["C", "C", "C", "C", "C", "C", "C", "C", "N", "N", "O", "H", "H", "H", "H", "H", "H"],
  "coordinates": [[-4.244, 0.485, 0.319], [1.776, 0.476, 0.642], [0.684, 1.276, 0.319], [1.632, -0.905, 0.745], [-0.548, 0.707, 0.092], [0.410, -1.493, 0.525], [-0.698, -0.687, 0.190], [-3.558, 0.299, -0.798], [-4.759, 0.785, 1.331], [-1.917, -1.221, -0.030], [-2.218, -2.403, -0.049], [2.743, 0.922, 0.801], [0.802, 2.347, 0.243], [2.488, -1.511, 1.000], [-1.419, 1.291, -0.168], [0.268, -2.561, 0.596], [-3.765, -0.214, -1.711]],
  "orbital_gap_ev": [6.411, 6.580],
  "e_homo_ev": [-8.2, -8.4]
}



Stability, highest: 1)



1) {
  "formula": "CH3NO",
  "method": "ωB97M-V/def2-TZVPD",
  "species": ["C", "N", "O", "H", "H", "H"],
  "coordinates": [[2.382, -0.233, 0.912], [-1.071, -0.176, -0.553], [2.582, 0.749, 0.396], [-0.921, 0.706, -0.256], [-0.911, -0.748, 0.259], [-2.061, -0.298, -0.757]],
  "orbital_gap_ev": 11.444,
  "e_homo_ev": -10.3
}



2) {
  "formula": "CH3NO",
  "method": "ωB97M-V/def2-TZVPD",
  "species": ["C", "N", "O", "H", "H", "H"],
  "coordinates": [[-0.858, 0.445, -0.907], [0.955, -0.747, 0.826], [-1.777, -0.114, -1.303], [-0.091, 1.200, -1.144], [1.314, 0.165, 0.874], [0.456, -0.949, 1.653]],
  "orbital_gap_ev": [10.951, 7.408],
  "e_homo_ev": [-10.5, -7.8]
}



Stability, highest: 1)



1) {
  "formula": "C2H4ClNO2",
  "method": "ωB97M-V/def2-TZVPD",
  "species": ["O", "C", "C", "Cl", "N", "O", "H", "H", "H", "H"],
  "coordinates": [[0.585, 1.898, -0.066], [0.580, 0.680, 0.122], [-0.554, -0.061, 0.840], [-1.889, -0.317, -0.299], [1.620, -0.072, -0.334], [1.594, -1.428, -0.062], [-0.322, -1.081, 1.202], [-1.031, 0.658, 1.512], [2.449, 0.358, -0.773], [2.085, -1.515, 0.720]],
  "orbital_gap_ev": 10.625,
  "smiles": "O=C(CCl)NO",
  "e_homo_ev": -10.2
}



2) {
  "formula": "C2H4ClNO2",
  "method": "ωB97M-V/def2-TZVPD",
  "species": ["O", "C", "N", "Cl", "H", "H", "C", "O", "H", "H"],
  "coordinates": [[-1.327, 0.259, 1.891], [-0.492, 0.373, 0.893], [0.757, 0.372, 0.867], [1.481, 0.052, 2.491], [-0.889, -0.252, 2.746], [-0.961, 0.465, -0.067], [0.362, -0.327, -2.219], [-0.688, 0.263, -2.053], [0.623, -0.821, -3.120], [1.133, -0.383, -1.428]],
  "orbital_gap_ev": 10.778,
  "smiles": "O/C=N\\Cl.C=O",
  "e_homo_ev": -10.3
}



Stability, highest: 1)



1) {
  "formula": "CH12O5",
  "method": "ωB97M-V/def2-TZVPD",
  "species": ["C", "O", "H", "H", "H", "H", "H", "H", "O", "H", "H", "O", "H", "H", "O", "H", "H", "O"],
  "coordinates": [[-0.942, 1.582, -1.409], [-1.792, 2.558, -0.776], [-1.401, 0.611, -1.217], [0.070, 1.692, -1.026], [-0.930, 1.702, -2.501], [-1.809, 3.352, -1.308], [3.432, -1.704, 2.195], [4.093, -0.628, 1.307], [3.348, -1.264, 1.329], [-0.717, -1.520, -0.449], [-1.583, -2.518, -1.214], [-1.538, -2.013, -0.399], [-1.739, 0.868, 1.406], [-0.959, -0.379, 1.743], [-1.059, 0.547, 2.005], [1.784, -1.167, 0.052], [2.249, -0.732, -1.298], [1.442, -0.950, -0.827]],
  "total_charge": -1,
  "orbital_gap_ev": [2.312, 10.115],
  "spin_multiplicity": 2,
  "e_homo_ev": [0.7, -7.2]
}



2) {
  "formula": "CH12O5",
  "method": "ωB97M-V/def2-TZVPD",
  "species": ["C", "O", "H", "H", "H", "H", "H", "H", "O", "H", "H", "O", "H", "H", "O", "H", "H", "O"],
  "coordinates": [[0.610, 1.748, -1.926], [0.645, 2.282, -0.658], [1.617, 1.801, -2.319], [0.271, 0.684, -2.018], [-0.100, 2.507, -2.359], [1.063, 1.852, 0.030], [-1.435, -1.520, 1.516], [-1.882, -1.230, 0.196], [-1.462, -1.945, 0.660], [2.832, -0.328, 0.511], [2.016, -0.088, -0.853], [2.398, 0.368, -0.033], [-3.762, -0.371, 3.038], [-2.938, 0.741, 2.619], [-2.787, -0.223, 2.832], [0.412, -1.872, 0.186], [1.209, -2.516, -1.034], [1.293, -1.890, -0.387]],
  "total_charge": -1,
  "orbital_gap_ev": [2.573, 10.084],
  "spin_multiplicity": 2,
  "e_homo_ev": [0.6, -7.0]
}



Stability, highest: 1)



1) {
  "formula": "CH5BrN2",
  "method": "ωB97M-V/def2-TZVPD",
  "species": ["C", "N", "N", "Br", "H", "H", "H", "H", "H"],
  "coordinates": [[0.900, -0.699, -0.127], [0.284, 0.375, 0.630], [-1.117, 0.784, -0.353], [-2.359, -0.482, 0.076], [1.936, -0.640, 0.158], [0.404, -1.653, 0.105], [0.831, -0.614, -1.246], [0.546, 1.370, 0.617], [-1.426, 1.558, 0.139]],
  "orbital_gap_ev": 9.910,
  "smiles": "CNNBr",
  "e_homo_ev": -9.3
}



2) {
  "formula": "CH5BrN2",
  "method": "ωB97M-V/def2-TZVPD",
  "species": ["C", "N", "N", "Br", "H", "H", "H", "H", "H"],
  "coordinates": [[-0.958, -0.076, 0.715], [0.886, -0.403, -0.598], [-0.375, -0.594, -0.479], [1.442, 1.728, -1.736], [-1.333, 0.929, 0.646], [-1.866, -0.627, 0.745], [-0.479, -0.208, 1.638], [1.512, -0.849, -1.255], [1.171, 0.099, 0.324]],
  "orbital_gap_ev": [7.788, 7.227],
  "e_homo_ev": [-8.7, -8.5]
}



Stability, highest: 2)